1.
124
Properties=species:S:1:pos:R:3:mulliken_charge:R:1 method="wB97M-V/def2-TZVPD" charge=+1 spin_multiplicity=1 homo_energy_ev=-10.09 homo_lumo_gap_ev=8.04
S 2.49 -0.13 -4.96 0.269
O -3.21 -2.10 0.88 -0.636
O 2.62 -2.27 -6.62 -0.581
O 0.02 2.44 12.59 -0.550
O -3.02 0.54 -6.49 -0.599
O -0.55 2.26 6.65 -0.612
O 1.26 -1.69 2.69 -0.694
O 2.65 0.99 -3.83 -0.308
N 4.65 -2.32 -7.62 0.149
N -1.58 2.54 14.19 0.109
N 0.10 3.62 8.35 0.185
N -0.07 -0.56 4.13 0.098
N 1.20 3.81 -2.24 -0.573
N -2.45 -1.49 -7.32 0.136
N -4.74 -3.76 1.10 0.112
C -0.45 -2.21 -0.93 -0.652
C 0.15 -1.28 3.02 0.503
C -1.07 -2.53 -2.31 -0.135
C 5.43 -2.28 -8.85 -0.927
C -2.63 2.72 13.20 -0.867
C -2.05 -0.90 -8.59 -0.930
C 1.21 -0.19 -0.89 1.098
C -0.29 1.60 -4.02 2.904
C 0.03 3.25 7.06 0.106
C -2.93 -0.67 -6.36 0.026
C 5.34 -2.27 -6.34 -0.574
C 3.95 3.06 -4.09 -1.131
C -1.37 -0.02 4.45 -0.742
C 1.05 -0.30 5.03 -0.864
C 0.41 -2.08 -4.45 0.619
C -0.76 2.99 -3.52 -1.533
C -5.53 -4.61 1.96 -0.936
C 3.31 -2.35 -7.62 0.023
C -1.93 2.51 15.59 -0.909
C -0.14 -3.08 -3.40 -1.333
C 0.37 1.73 -5.40 -1.114
C -0.23 -0.71 -0.64 -0.622
C 3.97 1.59 -3.67 -0.186
C -0.21 3.39 -2.15 -0.353
C 1.17 0.56 -5.99 -0.982
C -3.89 -2.84 1.58 0.223
C -0.31 2.42 13.76 0.118
C -4.85 -3.91 -0.34 -0.857
C 0.81 4.80 8.78 -0.887
C -2.30 -2.91 -7.12 -0.866
C -0.55 2.79 9.36 -1.019
C 1.89 0.52 0.28 -1.772
C 1.81 -1.56 -4.08 -0.162
H -0.80 4.22 -1.75 0.459
H 1.60 3.51 -3.12 0.048
H 1.84 0.24 4.51 0.266
H -3.24 -1.20 -5.45 0.371
H 4.87 -1.50 -5.73 0.012
H 6.02 -1.37 -8.90 0.357
H -3.89 -4.18 -0.78 0.205
H 2.08 -0.17 1.11 0.370
H -0.31 2.55 -1.46 0.015
H -1.14 -2.62 -0.18 0.183
H -2.87 -3.48 -7.86 0.395
H 1.71 0.90 -6.88 0.647
H 4.70 1.01 -4.24 0.365
H 1.25 5.30 7.91 0.298
H -0.31 -1.27 -4.60 -0.255
H 1.93 -1.32 -3.02 -0.409
H 1.03 2.61 -5.40 0.259
H -1.62 2.72 9.15 0.298
H -1.85 3.03 -3.50 0.515
H 1.30 1.38 0.65 0.375
H -1.02 2.37 16.18 0.289
H 0.56 3.94 6.39 0.272
H 0.51 -2.61 -5.40 0.096
H 4.75 -2.31 -9.70 0.286
H 0.69 0.30 5.86 0.256
H 3.66 3.71 -3.27 0.384
H -1.74 -0.42 5.40 0.322
H -1.27 -0.15 -8.44 0.234
H -5.31 -4.36 3.00 0.285
H 0.71 -3.60 -2.94 0.500
H -0.50 -0.50 0.40 0.325
H -0.42 1.93 -6.13 0.501
H 2.86 0.92 -0.05 0.313
H 1.84 -1.06 -1.15 0.435
H 0.55 -0.30 -6.29 0.228
H -1.34 1.06 4.54 0.281
H -2.61 1.68 15.80 0.334
H -0.39 3.22 10.34 0.450
H 6.39 -2.07 -6.51 0.400
H -2.89 -0.40 -9.06 0.321
H -2.65 1.87 12.51 0.276
H 2.54 -2.33 -4.36 0.759
H -0.94 -0.15 -1.25 0.403
H -5.58 -4.69 -0.56 0.389
H -1.58 -1.64 -2.69 0.280
H 2.88 -2.43 -8.63 0.352
H -0.43 3.75 -4.24 0.486
H 5.23 -3.21 -5.80 0.294
H -1.86 -3.28 -2.16 -0.073
H 1.46 -1.24 5.40 0.312
H 0.14 5.50 9.28 0.321
H 1.76 3.37 -1.52 0.397
H -2.64 -3.18 -6.12 0.269
H 0.42 2.29 14.58 0.233
H -2.46 3.62 12.61 0.265
H 1.22 0.47 -1.76 -1.249
H 4.19 1.47 -2.60 0.283
H -3.87 -2.80 2.68 0.241
H -2.40 3.44 15.90 0.334
H -6.59 -4.46 1.79 0.344
H -0.68 -3.85 -3.97 0.430
H 0.50 -2.75 -0.81 0.587
H 4.94 3.36 -4.43 0.397
H -3.58 2.80 13.71 0.372
H -1.69 -1.69 -9.24 0.398
H -2.06 -0.29 3.65 0.206
H 0.39 1.14 -3.29 -1.751
H -5.29 -5.66 1.80 0.348
H 1.62 4.54 9.47 0.332
H 6.10 -3.14 -8.91 0.348
H -5.18 -2.98 -0.80 0.287
H -1.25 -3.19 -7.22 0.284
H -1.16 0.95 -4.10 0.181
H 3.25 3.21 -4.91 0.249
H -0.76 -1.46 2.43 0.090
H -0.14 1.78 9.35 0.269

---

2.
117
Properties=species:S:1:pos:R:3:mulliken_charge:R:1 method="wB97M-V/def2-TZVPD" charge=-1 spin_multiplicity=1 homo_energy_ev=-5.26 homo_lumo_gap_ev=7.39
I -1.85 2.79 8.13 -0.177
P -2.21 0.78 6.71 -0.107
Al -1.97 2.59 2.81 0.261
O -1.25 2.02 4.44 -0.564
O -3.75 0.20 7.14 -0.488
O -2.89 0.97 2.70 -0.442
C -2.45 1.59 5.03 0.494
C 1.57 3.01 -2.53 -0.343
C -8.55 2.34 2.80 -0.467
C -8.34 1.52 5.23 -0.422
C 4.80 -4.94 -7.86 -1.191
C 2.47 0.12 -1.76 0.158
C 6.25 1.95 1.10 -0.742
C -7.10 2.07 2.42 -0.925
C 5.08 -2.69 -6.69 -0.817
C 6.17 0.58 1.78 -0.497
C -10.59 0.31 5.21 -1.211
C 1.42 -0.75 -2.44 -0.982
C -1.86 -1.66 0.72 1.218
C -0.77 -4.35 -0.41 -0.272
C -3.42 0.86 4.00 -0.128
C -8.74 2.66 4.28 -0.725
C -2.73 -2.87 0.37 -1.056
C 1.87 1.13 -0.79 -0.232
C 8.17 1.33 -0.50 -0.516
C -1.06 -4.22 -1.90 -1.190
C 6.78 1.94 -0.33 -0.253
C 9.26 2.08 0.25 -1.225
C -3.21 4.20 3.14 -0.992
C 3.96 -2.89 -5.66 -0.489
C 4.86 -3.43 -8.01 -0.365
C 2.46 -0.99 -6.46 -1.163
C 0.94 2.17 -1.42 -0.553
C -2.02 -4.22 0.46 -0.760
C 5.22 -0.37 1.07 -0.926
C 2.74 3.86 -2.06 -0.913
C -9.08 0.20 5.00 -0.385
C 2.57 -2.47 -6.13 -0.382
C -1.35 -1.67 2.15 -1.209
H -2.73 -5.01 0.18 0.403
H 0.05 1.67 -1.81 0.251
H 2.72 -0.37 -5.59 0.179
H 7.17 0.13 1.84 0.254
H -8.91 3.20 2.22 0.354
H 0.74 -0.16 -3.05 0.357
H -9.78 2.94 4.46 0.324
H 3.93 -3.93 -5.35 0.347
H -11.05 1.01 4.51 0.285
H -8.88 -0.18 4.00 0.264
H 4.22 -2.31 -4.76 0.275
H -7.01 1.88 1.35 0.404
H 5.21 -1.63 -6.89 0.308
H 10.24 1.63 0.07 0.380
H -3.66 -0.18 4.28 0.360
H -2.65 4.91 3.76 0.280
H -0.03 -3.61 -0.12 0.175
H 1.44 -0.74 -6.75 0.378
H 6.87 2.61 1.72 0.344
H -3.14 -2.74 -0.64 0.341
H 4.68 -5.42 -8.84 0.378
H 2.69 1.65 -0.26 -0.197
H -10.82 0.65 6.22 0.289
H 5.54 -0.59 0.05 0.239
H -3.00 2.52 5.30 0.202
H 3.57 3.24 -1.69 0.004
H -4.38 1.41 3.94 -0.230
H -3.60 -2.89 1.04 0.400
H -3.53 4.68 2.21 0.320
H 5.17 -1.32 1.61 0.408
H 5.69 -3.17 -8.69 0.367
H -0.71 -2.53 2.35 0.425
H 1.90 -1.48 -3.10 0.161
H 3.12 -0.71 -7.28 0.354
H -6.46 2.92 2.66 0.215
H -2.18 -1.68 2.86 0.171
H 1.31 0.60 -0.01 0.361
H 9.09 2.08 1.32 0.289
H 4.21 0.04 1.04 0.140
H -7.27 1.34 5.16 0.106
H 8.17 0.28 -0.19 0.252
H -1.74 -4.42 1.50 0.301
H -0.89 2.80 1.65 -0.279
H 1.89 2.37 -3.36 0.101
H 3.95 -3.07 -8.50 0.234
H -4.06 3.82 3.72 0.086
H -0.77 -0.77 2.35 0.324
H 2.26 -3.06 -6.99 0.382
H 3.97 -5.25 -7.24 0.284
H 6.08 1.40 -0.97 0.049
H -1.47 -3.24 -2.15 0.264
H 3.15 -0.53 -1.20 0.109
H -2.46 -0.75 0.57 0.238
H -8.52 1.85 6.26 0.375
H 1.86 -2.70 -5.33 0.265
H -8.68 -0.54 5.70 0.372
H 5.83 0.72 2.81 0.368
H 2.44 4.54 -1.27 0.305
H -9.18 1.50 2.50 0.253
H -1.78 -4.98 -2.23 0.384
H -0.15 -4.35 -2.48 0.321
H -11.06 -0.66 5.07 0.376
H -8.14 3.54 4.53 0.374
H 6.02 -3.03 -6.25 0.394
H 0.59 2.84 -0.63 0.360
H 0.83 -1.30 -1.70 0.059
H 5.72 -5.33 -7.42 0.291
H 8.42 1.32 -1.57 0.392
H 5.25 2.40 1.10 0.350
H 3.14 4.46 -2.89 0.396
H 0.80 3.67 -2.94 0.387
H 9.31 3.12 -0.09 0.290
H -1.02 -1.59 0.03 -0.854
H -3.77 -0.70 6.83 0.325
H 3.08 0.62 -2.51 0.181
H -6.71 1.19 2.93 0.180
H -0.32 -5.33 -0.23 0.403
H 6.80 2.97 -0.70 0.422

---

3.
128
Properties=species:S:1:pos:R:3:mulliken_charge:R:1 method="wB97M-V/def2-TZVPD" charge=+1 spin_multiplicity=1 homo_energy_ev=-10.29 homo_lumo_gap_ev=7.18
I -0.29 -4.06 -1.49 0.294
O -0.03 -3.77 -6.96 -0.377
O -0.15 -1.02 3.90 -0.176
O 1.14 2.23 1.88 -0.346
O -2.00 -0.31 6.07 -0.365
O 2.85 -4.82 3.56 -0.443
O -3.54 6.26 -4.99 -0.197
O -2.17 2.13 -6.46 -0.416
O -2.08 1.87 -3.53 -0.336
O 1.12 1.02 8.91 -0.352
O 2.22 -2.44 -5.01 -0.352
O 1.86 1.16 -0.71 -0.454
O -5.43 7.91 -3.43 -0.378
O 0.46 1.92 11.63 -0.370
O 3.14 -2.78 1.47 -0.373
N 0.31 -3.69 -4.51 0.696
C 0.24 -0.63 5.21 -0.427
C -1.05 1.70 -5.72 -0.698
C 4.25 -4.80 3.75 -0.672
C 1.73 -0.14 9.45 -0.712
C -0.20 1.24 9.40 -0.300
C -3.82 7.06 -6.13 -0.904
C 2.44 2.78 2.00 -0.848
C 2.25 -3.54 3.60 -0.529
C -3.20 7.04 -3.84 -0.505
C 1.94 -3.03 2.21 0.424
C 3.70 -0.77 -4.14 -1.275
C 0.53 1.46 -0.29 -0.003
C -1.47 0.99 -4.45 0.329
C 2.39 0.04 -0.02 -0.761
C -2.17 -3.07 -4.49 -0.096
C -6.50 7.11 -3.90 -0.655
C -0.22 2.32 10.46 -0.758
C -2.44 3.52 -6.31 -0.792
C -1.04 -3.37 -4.56 -1.004
C -3.50 1.76 -3.51 -0.767
C 1.94 -5.11 -6.24 -0.968
C -0.64 0.06 3.12 -0.881
C 0.49 -4.72 -3.39 -0.968
C 0.49 2.60 0.68 -0.728
C 3.42 -2.24 -4.24 -0.232
C -4.36 7.15 -2.88 -0.540
C 3.41 -3.80 0.53 -0.386
C 0.82 -7.17 -4.09 -1.328
C -0.17 -6.06 -3.73 -0.460
C -3.02 -1.05 5.43 -0.729
C 1.75 2.48 11.75 -0.688
C -0.79 -1.03 6.24 -0.372
C 1.05 -2.38 -4.30 -0.738
B 0.73 -4.21 -5.95 0.357
H -1.70 4.11 -6.85 0.396
H 1.54 -4.89 -3.29 0.646
H 3.55 -0.36 -5.12 0.351
H -7.06 6.69 -3.06 0.326
H -3.06 -2.61 -4.23 0.688
H 1.92 -0.89 -0.37 0.209
H 0.07 0.57 0.15 0.146
H -3.42 3.71 -6.74 0.224
H 2.93 2.28 2.84 0.290
H 3.46 -0.01 -0.23 0.451
H 1.40 -2.08 2.30 -0.173
H -3.82 -0.36 5.18 0.272
H -6.14 6.30 -4.55 0.240
H 2.64 -5.16 -5.42 0.350
H 4.64 -5.78 3.51 0.248
H 4.74 -4.06 3.11 0.274
H -2.90 7.49 -6.53 0.331
H -0.57 0.60 -3.96 -0.009
H -0.04 1.72 -1.18 0.195
H -2.46 3.82 -5.26 0.370
H 1.77 -6.97 -3.65 0.357
H -0.41 -0.79 7.23 0.069
H 0.90 -7.33 -5.14 0.303
H -3.80 0.82 -3.02 0.297
H 0.43 -1.61 -4.71 0.460
H 4.49 -4.58 4.80 0.334
H -0.81 1.57 8.55 0.315
H -4.26 6.41 -6.88 0.225
H 3.03 2.62 1.10 0.333
H -3.88 2.60 -2.94 0.250
H -0.39 2.54 -5.49 0.337
H -2.38 6.53 -3.34 0.366
H 1.32 -3.63 4.16 0.204
H 0.10 -2.83 -7.11 0.341
H 0.18 0.70 2.82 0.397
H 2.26 1.96 12.56 0.243
H 1.30 -3.73 1.68 0.137
H 1.18 -1.15 5.44 0.357
H 2.25 0.12 1.06 0.359
H 3.38 -2.73 -3.28 0.284
H 2.72 -3.72 -0.33 -0.160
H 1.65 -0.16 10.54 0.338
H 2.78 -0.11 9.18 0.217
H 2.39 3.85 2.22 0.292
H -1.09 -0.37 2.22 0.276
H -2.85 8.03 -4.14 0.357
H 1.20 -2.14 -3.26 0.512
H -2.12 0.15 -4.68 0.100
H 3.32 -4.79 0.98 0.378
H 0.43 0.44 5.26 0.322
H -4.71 6.16 -2.58 0.295
H -0.63 0.31 9.79 0.383
H 1.28 -1.04 9.04 0.305
H -1.40 0.64 3.65 0.457
H -0.95 -5.97 -4.46 0.281
H 4.21 -2.70 -4.80 0.413
H -3.92 1.79 -4.52 0.347
H 0.20 3.25 10.06 0.375
H 2.89 -2.83 4.14 0.382
H -0.98 -2.11 6.20 0.328
H -0.55 2.83 0.91 0.332
H -4.53 7.86 -5.90 0.413
H -3.42 -1.81 6.11 0.328
H -1.26 2.51 10.74 0.389
H -2.66 -1.53 4.52 0.249
H 2.97 -0.30 -3.52 0.239
H 1.69 3.54 12.00 0.326
H 2.46 -4.65 -7.06 0.373
H 2.33 2.35 10.83 0.289
H -4.02 7.68 -1.98 0.382
H 4.43 -3.67 0.16 0.316
H 0.94 3.51 0.26 0.454
H -0.65 -6.41 -2.85 0.586
H 0.47 -8.07 -3.64 0.414
H -0.50 1.00 -6.35 0.397
H -7.16 7.75 -4.48 0.250
H 4.69 -0.59 -3.80 0.461
H 1.65 -6.08 -6.57 0.365